{
  "formula": "C3H6AsGaN4S5",
  "method": "wB97M-V/def2-TZVPD",
  "elements": ["As", "Ga", "S", "S", "S", "S", "S", "N", "N", "N", "N", "C", "C", "C", "H", "H", "H", "H", "H", "H"],
  "positions_angstrom": [[1.80972, -3.14341, -2.21971], [1.07862, -1.90018, 0.31359], [-0.10377, -3.37451, -0.72158], [2.91836, -1.54243, -0.74898], [1.17776, -2.12683, -3.88679], [0.64586, -1.13958, 2.53991], [2.86965, -4.88866, -2.24165], [-1.27685, 2.21011, 1.96936], [-0.37190, 0.64463, 0.73873], [0.07336, -0.11763, -0.33555], [-0.71146, 1.21915, 2.73547], [-1.47147, 2.57255, -0.47582], [-1.06418, 1.85028, 0.75066], [-0.15177, 0.24918, 2.02106], [-0.69616, -0.45170, -0.91542], [-2.13670, 1.95974, -1.08619], [-0.74630, 1.27360, 3.73917], [-1.99438, 3.48160, -0.19128], [-0.60144, 2.84022, -1.07751], [0.75304, 0.38387, -0.90747]],
  "e_homo_ha": -0.2805,
  "lumo_energy_ev": -0.6,
  "orbital_gap_ev": 6.9900
}

=====

{
  "formula": "H12O5S",
  "method": "wB97M-V/def2-TZVPD",
  "elements": ["S", "O", "O", "O", "O", "O", "H", "H", "H", "H", "H", "H", "H", "H", "H", "H", "H", "H"],
  "positions_angstrom": [[2.15601, 0.94411, -0.62539], [-0.20404, -2.47275, -0.98841], [-1.02565, 0.25703, 0.13113], [-1.61924, 2.18549, -2.34372], [-1.70166, -2.04707, 1.87524], [0.63938, 0.10447, 2.47737], [-1.61006, 2.92655, -2.96201], [-1.20520, -1.22902, 1.96984], [3.37118, 1.35371, -0.99784], [-0.14459, 0.48597, 2.04673], [-2.32652, -2.10255, 2.60066], [-0.90746, 1.64866, -2.72138], [-0.54986, 0.75825, -0.53405], [-0.41850, -3.37773, -1.25229], [2.31151, 1.56165, 0.55386], [-0.84766, -2.27290, -0.29549], [-1.93047, 0.08878, -0.15136], [1.03693, 0.88359, 2.89037]],
  "e_homo_ha": -0.3562,
  "smiles": "O.O.O.O.O.S",
  "lumo_energy_ev": 0.5,
  "orbital_gap_ev": 10.1576,
  "de_lowest_kj_mol": 69.4
}

=====

{
  "formula": "F6FeN4O15S6",
  "method": "wB97M-V/def2-TZVPD",
  "elements": ["Fe", "S", "S", "S", "S", "S", "S", "F", "F", "F", "F", "F", "F", "O", "O", "O", "O", "O", "O", "O", "O", "O", "O", "O", "O", "O", "O", "O", "N", "N", "N", "N"],
  "positions_angstrom": [[-0.29740, 0.21355, -0.08170], [0.31822, 2.78219, 1.74746], [-1.77154, -2.95653, -0.70094], [1.51192, -0.28446, -2.69058], [2.59061, 1.21297, -1.32407], [-0.00343, -2.80745, 0.66886], [-0.12523, 0.93029, 3.12443], [2.71869, 1.21755, 0.23078], [-0.74697, -0.60040, 2.98513], [-2.80890, -1.87048, -1.34062], [0.90880, -1.55260, 1.07135], [-0.03433, -0.57159, -3.06614], [0.60614, 3.08002, 0.20429], [-0.72040, 3.70175, 2.12431], [-3.75504, 1.34779, -1.31201], [-0.41165, -3.36922, 1.88223], [-1.27413, -3.58236, -1.92113], [1.99205, -1.67716, -2.51956], [-2.53628, 0.61914, 0.26090], [1.15401, 0.71131, 3.82541], [3.83295, 0.55428, -1.72529], [-2.68496, -3.66263, 0.14158], [1.73975, 0.53968, -3.87939], [0.87610, -3.57486, -0.20469], [-1.24946, 1.59805, 3.86896], [1.61903, 2.94926, 2.31244], [-1.64209, 1.26547, -1.36737], [2.50882, 2.61036, -1.62467], [-0.75442, -1.62509, 0.01432], [-2.68397, 1.14297, -0.78643], [1.08197, 0.36303, -1.32683], [0.04116, 1.29501, 1.40891]],
  "s2": 12.019,
  "e_homo_ha": [-0.0442, -0.1695],
  "lumo_energy_ev": [4.0, 2.5],
  "orbital_gap_ev": [5.1650, 7.0809],
  "total_charge": -2,
  "spin_multiplicity": 7
}

=====

{
  "formula": "C4H9NOS2",
  "method": "wB97M-V/def2-TZVPD",
  "elements": ["S", "S", "O", "N", "C", "C", "C", "C", "H", "H", "H", "H", "H", "H", "H", "H", "H"],
  "positions_angstrom": [[1.67966, -0.62278, -0.08195], [2.23040, 1.20937, -0.60861], [-0.56952, -2.77563, 1.96450], [-1.47242, -0.19077, -0.31245], [0.48709, -0.26411, 1.37634], [-0.97961, -0.59178, 1.00791], [1.11300, 1.85099, -1.98791], [-1.00231, -2.15312, 1.03585], [-1.57369, -0.21987, 1.83784], [-1.54566, -2.58488, 0.19589], [0.88832, 2.88905, -1.69788], [0.19718, 1.26866, -2.06686], [1.62785, 1.86284, -2.97096], [-1.01862, -0.59940, -1.11042], [0.45459, 0.78443, 1.62508], [1.04005, -0.69026, 2.22526], [-1.55631, 0.82726, -0.43163]],
  "e_homo_ha": -0.3300,
  "smiles": "CSSC[C@@H](N)C=O",
  "lumo_energy_ev": 0.7,
  "orbital_gap_ev": 9.6531,
  "de_lowest_kj_mol": 138.9
}

=====

{
  "formula": "C35H32N2O8P2",
  "method": "wB97M-V/def2-TZVPD",
  "elements": ["P", "P", "O", "O", "O", "O", "O", "O", "O", "O", "N", "N", "C", "C", "C", "C", "C", "C", "C", "C", "C", "C", "C", "C", "C", "C", "C", "C", "C", "C", "C", "C", "C", "C", "C", "C", "C", "C", "C", "C", "C", "C", "C", "C", "C", "C", "C", "H", "H", "H", "H", "H", "H", "H", "H", "H", "H", "H", "H", "H", "H", "H", "H", "H", "H", "H", "H", "H", "H", "H", "H", "H", "H", "H", "H", "H", "H", "H", "H"],
  "positions_angstrom": [[-0.06069, -4.35988, -5.88146], [1.64846, -6.57586, -5.74214], [-1.60285, -4.65128, -5.93527], [-1.48934, 6.51994, 5.36625], [0.43092, -4.14977, -4.53436], [-3.73810, 0.89244, 0.75175], [3.33631, 4.20757, 5.44732], [0.53661, -5.61833, -6.61901], [0.95288, -1.51984, 1.64043], [0.25665, -3.14029, -6.85453], [0.05718, -0.65356, -5.41836], [-3.14715, -4.57106, -3.71486], [1.32231, 2.92981, 3.98578], [-1.44545, -0.58602, 4.92792], [0.87696, -7.12798, -4.17878], [-2.68896, 0.31456, 0.94828], [2.23416, 4.71398, 5.45212], [-0.12443, -1.00147, 1.43317], [-0.21196, -0.86164, -2.32220], [-1.02002, -0.63153, 2.56649], [2.98715, 6.50807, 6.99631], [-0.15601, 4.70247, 4.68207], [1.10834, 4.10802, 4.68825], [0.71719, 6.57558, 6.18738], [-0.98467, 2.91986, 3.30281], [1.12512, -1.30336, -5.46041], [-1.45002, -0.27081, -2.55061], [-2.48523, -3.54774, -5.75797], [-3.04422, 0.37219, 3.40926], [-2.64989, 0.07251, 4.69981], [3.11253, -5.57404, -5.30335], [1.96916, 5.95828, 6.22862], [0.21738, -1.08177, -1.02521], [-1.82411, -0.11259, -0.18418], [-0.40367, 5.98044, 5.40575], [-0.58793, -0.72017, 0.04740], [1.41581, -2.38408, -6.45025], [1.52127, 8.29754, 7.65231], [-3.08412, -3.52220, -4.38970], [0.27913, 2.33795, 3.29534], [0.50148, 7.75122, 6.89390], [-0.63213, -0.93399, 3.86599], [2.23897, -1.07053, -4.48952], [-2.23566, 0.01430, 2.33579], [-2.25233, 0.10645, -1.48727], [-1.19925, 4.10149, 3.99072], [2.76203, 7.67146, 7.71007], [1.35029, 9.21171, 8.20486], [3.17696, -1.22633, -5.00823], [1.17845, -1.54127, -0.83910], [-2.17842, 4.55952, 3.99646], [-3.98252, 0.87961, 3.23254], [3.07886, -5.06756, -4.34568], [1.84808, -1.96038, -7.34424], [-1.78038, -0.10263, -3.56574], [-3.28225, 0.34808, 5.53305], [-3.21274, 0.57131, -1.66311], [-0.19599, -7.20315, -4.24266], [-0.54584, -0.99275, -6.17186], [-0.46569, 8.23148, 6.84966], [3.95112, 6.02082, 7.03371], [2.24835, -0.05893, -4.12142], [2.16383, -3.04036, -6.03615], [3.55446, 8.09484, 8.31258], [1.31310, -8.09155, -3.97217], [-3.58862, -4.38904, -2.81590], [0.45189, 1.42223, 2.75371], [0.30543, -1.44331, 4.03956], [2.30408, 2.47756, 3.98574], [1.14314, -6.45684, -3.37407], [-2.05028, -2.58710, -5.98985], [3.94254, -6.26034, -5.29620], [-3.46397, -2.57810, -4.02813], [3.29980, -4.89457, -6.11946], [-1.79759, 2.45615, 2.77235], [2.18964, -1.82233, -3.71448], [-1.14300, -0.82618, 5.93830], [0.39829, -1.13114, -3.15988], [-3.30080, -3.68586, -6.45600]],
  "e_homo_ha": -0.3068,
  "lumo_energy_ev": -1.0,
  "orbital_gap_ev": 7.3045
}

=====

{
  "formula": "C4H7NO2",
  "method": "wB97M-V/def2-TZVPD",
  "elements": ["O", "O", "N", "C", "C", "C", "C", "H", "H", "H", "H", "H", "H", "H"],
  "positions_angstrom": [[-2.08999, 1.92932, 0.37820], [-0.56076, -1.99082, 0.73212], [-1.37934, 1.11019, 0.96248], [-0.58723, -1.15100, -0.40392], [0.46872, -0.00269, -0.24059], [1.66149, -0.10525, -0.84829], [0.07643, 1.20387, 0.55383], [-0.88831, -1.47916, 1.48864], [1.92306, -0.98142, -1.43628], [2.41825, 0.66852, -0.75605], [0.64085, 1.25270, 1.49016], [-0.28743, -1.75816, -1.26400], [-1.60478, -0.82015, -0.63082], [0.20902, 2.12404, -0.02547]],
  "e_homo_ha": -0.3557,
  "smiles": "C=C(CO)CN=O",
  "lumo_energy_ev": -0.5,
  "orbital_gap_ev": 9.2136,
  "de_lowest_kj_mol": 416.3
}

=====

{
  "formula": "C5H11N",
  "method": "wB97M-V/def2-TZVPD",
  "elements": ["N", "C", "C", "C", "C", "C", "H", "H", "H", "H", "H", "H", "H", "H", "H", "H", "H"],
  "positions_angstrom": [[0.71609, -0.90683, 0.15868], [-0.44479, -0.69121, 0.99928], [-1.75754, 0.73931, -1.32520], [1.95625, -1.19793, 0.85428], [-0.33803, 1.14362, -0.93362], [0.21501, 0.44663, 0.30114], [2.80287, -0.88642, 0.23338], [-1.82130, -0.32908, -1.55948], [2.03554, -0.68205, 1.82838], [-2.08695, 1.29483, -2.20984], [-0.31138, 2.22638, -0.75976], [-0.31319, -0.76194, 2.08033], [2.03437, -2.27597, 1.02836], [0.34732, 0.94299, -1.76672], [-2.46256, 0.95205, -0.51279], [-1.37910, -1.10438, 0.62550], [0.80738, 1.09000, 0.95808]],
  "e_homo_ha": -0.3351,
  "smiles": "CC[C@H]1CN1C",
  "lumo_energy_ev": 1.2,
  "orbital_gap_ev": 10.3503,
  "de_lowest_kj_mol": 120.6
}

=====

{
  "formula": "C6H15N3",
  "method": "wB97M-V/def2-TZVPD",
  "elements": ["N", "N", "N", "C", "C", "C", "C", "C", "C", "H", "H", "H", "H", "H", "H", "H", "H", "H", "H", "H", "H", "H", "H", "H"],
  "positions_angstrom": [[0.59480, -0.73349, 1.27401], [-0.27186, 0.23356, -0.82910], [-1.83283, -1.29236, 0.49799], [-1.40629, 1.16973, -0.64422], [-0.06831, -0.00359, -2.27141], [0.97600, 0.73268, -0.06649], [0.12240, -0.43705, 2.61182], [2.18624, 0.83974, -0.68686], [-0.59759, -1.21668, 0.14414], [0.69287, 1.53201, 0.61027], [0.65020, -1.01054, 3.37417], [1.45006, -1.27430, 1.25647], [-0.06590, -1.97819, -0.42766], [-1.61226, 1.23760, 0.42008], [-0.99576, -0.39187, -2.69007], [-0.94150, -0.69682, 2.69574], [-1.16458, 2.14195, -1.07526], [0.23055, 0.62720, 2.85459], [0.19359, 0.92756, -2.77296], [2.91808, 1.52366, -0.28590], [-2.05306, -2.14491, 1.00227], [0.74559, -0.70668, -2.42209], [-2.29331, 0.76260, -1.12367], [2.54286, 0.15819, -1.44587]],
  "e_homo_ha": -0.2649,
  "lumo_energy_ev": 0.9,
  "orbital_gap_ev": 8.1277,
  "de_lowest_kj_mol": 489.3
}

=====

Number 1: E -6488.50615 hartree. Number 2: E -781.55974 hartree. Number 3: E -5599.34525 hartree. Number 4: E -1084.14335 hartree. Number 5: E -2747.20367 hartree. Number 6: E -361.72229 hartree. Number 7: E -251.81660 hartree. Number 8: E -401.70092 hartree.